(1)
{"formula": "C3H7O2", "method": "ωB97M-V/def2-TZVPD", "symbols": ["O", "O", "C", "C", "C", "H", "H", "H", "H", "H", "H", "H"], "coordinates": [[-1.35194, -0.14732, -1.38733], [1.31630, 1.44170, 0.74581], [-0.93287, -1.09187, -0.52335], [0.53397, -0.68685, -0.11440], [0.33444, 0.38607, 1.02520], [1.00416, -1.48859, 0.41621], [-0.73265, 0.82280, 0.88449], [-0.99800, -2.11922, -0.95141], [0.35292, -0.13969, 2.01101], [-1.54646, -1.07096, 0.51720], [0.91194, 2.26750, 1.04400], [0.93989, -0.17910, -1.00405]], "atomic_forces_ev_per_a": [[-0.6, -0.3, 0.1], [-0.6, -0.2, 1.3], [-0.2, 1.5, 0.2], [-2.2, 1.0, 1.6], [-1.3, 0.3, -2.3], [1.2, -0.9, -0.5], [1.7, -0.6, 0.2], [0.2, -0.2, 0.4], [0.6, 0.9, -0.3], [0.7, -0.6, -1.2], [0.2, -0.2, -0.1], [0.4, -0.7, 0.5]], "mulliken_charge": [-0.876, -0.503, -0.524, -0.493, -0.371, 0.322, 0.209, 0.278, 0.225, 0.149, 0.289, 0.298], "gap_ha": 0.225, "e_lumo_ev": 4.00, "homo_energy_ev": -2.13, "e_above_lowest_kcal_mol": 70.5, "charge": -1, "e_tot_ev": -7317.8948, "smiles": "[O-]CCCO"}

---

(2)
{"formula": "C3H7O2", "method": "ωB97M-V/def2-TZVPD", "symbols": ["O", "O", "C", "C", "C", "H", "H", "H", "H", "H", "H", "H"], "coordinates": [[-0.64031, 0.25073, 0.80935], [2.23074, -1.28588, -0.89325], [1.32716, -0.46534, -0.57029], [-1.75430, -0.46000, 1.23804], [1.27932, 0.97055, -1.02271], [-1.58211, -1.57526, 1.29533], [0.31894, -0.81594, -0.22128], [0.84501, 0.89820, -2.05437], [-2.03512, -0.13685, 2.27621], [0.49652, 1.48837, -0.39413], [2.19836, 1.50619, -1.07663], [-2.68422, -0.37476, 0.61374]], "atomic_forces_ev_per_a": [[-1.9, -0.3, 0.5], [-1.3, 2.2, 1.2], [1.0, -2.9, -2.5], [1.0, 0.5, 0.3], [-1.8, 0.1, 0.3], [0.0, 0.3, 0.1], [1.0, 0.4, 0.3], [0.3, 0.1, 0.7], [-0.3, -0.3, -0.3], [0.9, -0.5, -0.6], [0.9, 0.2, 0.0], [0.3, 0.2, 0.1]], "mulliken_charge": [-0.759, -0.591, 0.319, -0.678, -0.788, 0.173, 0.179, 0.173, 0.169, 0.292, 0.328, 0.184], "gap_ha": 0.256, "e_lumo_ev": 4.38, "homo_energy_ev": -2.59, "e_above_lowest_kcal_mol": 66.5, "charge": -1, "e_tot_ev": -7318.0676}

---

(3)
{"formula": "C3H7O2P", "method": "ωB97M-V/def2-TZVPD", "symbols": ["P", "O", "O", "C", "C", "C", "H", "H", "H", "H", "H", "H", "H"], "coordinates": [[-1.77740, -0.02950, -1.14016], [-1.29617, -1.25094, 1.36453], [1.09350, 1.24136, -0.20428], [-0.86225, -1.01076, 0.07328], [2.04914, 0.26122, -0.12781], [0.93662, 0.43519, 0.84841], [-0.64764, 0.61616, -1.75432], [-0.46048, -1.99927, -0.20239], [-1.74280, -0.49658, 1.84673], [-2.19107, 0.95357, -0.28939], [3.10502, 0.63107, 0.17596], [0.76961, 0.70016, 1.92871], [2.08485, -0.35683, -0.96586]], "atomic_forces_ev_per_a": [[0.2, -1.2, -1.2], [-1.9, 0.6, 1.1], [-1.0, 3.7, -0.5], [2.2, 0.8, 2.4], [3.0, 0.9, 2.8], [-1.6, -3.4, -1.3], [-0.3, 0.0, 0.5], [0.1, 0.8, -0.5], [0.8, -1.0, -1.3], [0.0, 1.0, 0.7], [-1.7, -0.5, -0.5], [0.5, -0.1, -1.2], [-0.3, -1.6, -0.9]], "mulliken_charge": [-0.033, -0.497, -0.330, -0.256, -0.127, -0.138, 0.036, 0.349, 0.345, 0.004, 0.176, 0.221, 0.249], "gap_ha": [0.298, 0.289], "e_lumo_ev": [0.78, 0.81], "homo_energy_ev": [-7.33, -7.06], "e_above_lowest_kcal_mol": 153.2, "charge": 0, "e_tot_ev": -16602.0455}

---

(4)
{"formula": "C3H7O2S", "method": "ωB97M-V/def2-TZVPD", "symbols": ["S", "O", "O", "C", "C", "C", "H", "H", "H", "H", "H", "H", "H"], "coordinates": [[-0.33378, 0.15125, -0.69583], [0.35512, -2.99211, 2.19029], [3.63393, 5.25113, -2.65693], [0.04267, -2.05215, 1.48086], [-1.33868, -1.94552, 0.97512], [-1.71312, -0.70519, 0.10157], [-2.35513, -0.05713, 0.68962], [-2.38215, -1.08217, -0.67454], [3.33775, 4.33229, -2.67464], [-1.32250, -2.76144, 0.23985], [3.28090, 5.54386, -1.80685], [-2.09590, -2.22842, 1.69145], [0.89090, -1.45439, 1.14002]], "atomic_forces_ev_per_a": [[0.1, 0.2, 0.0], [-0.1, -0.3, 0.7], [-0.2, -0.2, 0.4], [0.9, -1.1, 0.7], [0.0, 0.7, -2.0], [-0.2, -0.5, 0.3], [0.1, 0.5, 0.3], [-0.1, -0.1, -0.1], [0.1, 0.0, -0.2], [0.0, -0.2, 0.1], [0.1, 0.2, -0.1], [0.0, 0.0, 0.5], [-0.6, 0.8, -0.4]], "mulliken_charge": [-0.654, -0.562, -0.659, -0.001, -0.406, -0.633, 0.220, 0.185, 0.338, 0.155, 0.320, 0.346, 0.351], "gap_ha": 0.210, "e_lumo_ev": 3.11, "homo_energy_ev": -2.62, "e_above_lowest_kcal_mol": 36.9, "charge": -1, "e_tot_ev": -18155.0163}

---

(5)
{"formula": "C3H7O2S", "method": "ωB97M-V/def2-TZVPD", "symbols": ["S", "O", "O", "C", "C", "C", "H", "H", "H", "H", "H", "H", "H"], "coordinates": [[4.89777, 2.63342, 1.39694], [0.78724, 2.15401, 1.39345], [1.63699, 0.31471, 0.33999], [0.71911, 1.04721, 0.79580], [3.88006, 1.56960, 2.43341], [3.73065, 2.86789, 0.04616], [2.94948, 2.07600, 2.74033], [4.20586, 3.51877, -0.70693], [2.80265, 3.35193, 0.39420], [-0.31586, 0.65433, 0.64692], [3.46926, 1.90903, -0.43224], [4.45902, 1.31888, 3.33815], [3.61609, 0.63310, 1.91390]], "atomic_forces_ev_per_a": [[-0.1, 0.0, 0.0], [0.1, -0.6, -0.3], [-0.4, 0.5, 0.3], [0.5, 0.2, 0.1], [-0.3, -0.4, 0.6], [-0.3, 0.2, -0.7], [0.4, -0.2, -0.3], [0.0, -0.2, 0.3], [0.4, -0.4, 0.0], [-0.2, -0.1, 0.0], [0.0, 0.4, 0.4], [-0.1, 0.2, -0.3], [0.0, 0.5, 0.1]], "mulliken_charge": [-0.177, -0.644, -0.644, -0.105, -0.648, -0.648, 0.208, 0.308, 0.208, 0.415, 0.208, 0.308, 0.208], "gap_ha": 0.282, "e_lumo_ev": 3.45, "homo_energy_ev": -4.22, "e_above_lowest_kcal_mol": 9.1, "charge": -1, "e_tot_ev": -18156.2193}

---

(6)
{"formula": "C3H7O2S", "method": "ωB97M-V/def2-TZVPD", "symbols": ["S", "O", "O", "C", "C", "C", "H", "H", "H", "H", "H", "H", "H"], "coordinates": [[-1.67274, 1.65293, 0.47692], [2.62293, -2.86042, -0.56647], [1.40968, -0.96376, -0.87498], [-1.68920, 0.55980, -0.97722], [1.95654, -1.87335, -0.21468], [-0.08061, 1.14259, 1.21343], [-0.65979, 0.23453, -1.15668], [0.71893, 1.71979, 0.76210], [-0.16766, 1.22793, 2.28980], [0.12895, 0.13800, 0.84117], [1.81470, -1.79194, 0.89914], [-2.04020, 1.12624, -1.83351], [-2.34152, -0.31234, -0.85902]], "atomic_forces_ev_per_a": [[0.0, -0.2, 0.0], [0.0, 0.0, -0.3], [-0.1, 0.1, -0.2], [0.1, 0.0, 0.0], [0.0, -0.2, 0.3], [-0.4, -0.2, -1.0], [-0.2, -0.1, -0.1], [0.1, 0.4, 0.4], [0.3, 0.0, 0.1], [-0.1, -0.2, 0.5], [0.0, 0.1, 0.2], [0.0, 0.1, -0.1], [0.2, 0.2, 0.2]], "mulliken_charge": [-0.177, -0.630, -0.594, -0.570, 0.067, -0.530, 0.153, 0.260, 0.323, 0.039, 0.143, 0.291, 0.225], "gap_ha": 0.270, "e_lumo_ev": 3.23, "homo_energy_ev": -4.13, "e_above_lowest_kcal_mol": 13.7, "charge": -1, "e_tot_ev": -18156.0191}